# 1
# C25H10Cl10CrIN4O2Se

A molecular structure, C25H10Cl10CrIN4O2Se (wB97M-V/def2-TZVPD, OMol25).

```
54
Properties=species:S:1:pos:R:3:nbo_charge:R:1
I -0.619 -1.445 -3.264 0.13
Se -2.830 1.529 0.644 1.03
Cr 0.172 0.243 -0.301 1.28
Cl 6.246 1.019 -3.457 0.07
Cl -2.319 -5.595 1.712 0.05
Cl 7.128 2.135 -0.678 0.05
Cl 0.379 -7.151 1.879 0.05
Cl 5.067 2.165 1.683 0.06
Cl 3.330 -0.058 -3.862 0.06
Cl 3.054 -5.657 1.298 0.06
Cl 2.187 1.052 1.251 0.09
Cl -2.350 -2.585 0.948 0.02
Cl 3.011 -2.611 0.549 0.05
O 0.389 -1.478 0.469 -0.81
O 1.712 0.056 -1.485 -0.77
N 0.179 2.259 -1.033 -0.49
N 0.675 7.137 -3.150 -0.24
N -3.448 1.514 2.292 -0.57
N -1.303 0.718 1.120 -0.73
C 0.488 3.647 -2.943 -0.20
C 0.343 -2.735 0.769 0.39
C -1.821 -0.020 5.138 -0.19
C -2.774 0.652 4.461 -0.19
C 0.255 4.624 -0.757 -0.20
C 5.533 1.532 -0.906 -0.13
C 0.365 -5.481 1.463 -0.12
C 1.561 -4.809 1.201 -0.06
C -0.835 -4.784 1.384 -0.06
C 3.339 1.056 -0.064 -0.17
C 0.568 6.088 -2.697 0.25
C 1.547 -3.465 0.863 -0.13
C 2.900 0.526 -1.286 0.39
C -1.370 0.431 2.411 0.24
C 5.132 1.028 -2.147 -0.05
C -0.633 -0.504 4.483 -0.14
C -0.846 -3.436 1.043 -0.14
C 4.621 1.546 0.141 -0.05
C -1.308 -0.272 -1.620 -0.92
C -0.395 -0.300 3.168 -0.26
C 3.849 0.544 -2.336 -0.13
C 0.132 3.344 -0.255 0.06
C -2.579 0.893 3.059 0.08
C 0.434 4.772 -2.128 -0.08
C 0.359 2.404 -2.353 0.09
H -2.015 -0.912 -1.099 0.22
H -1.943 -0.219 6.194 0.23
H 0.635 3.730 -4.009 0.25
H 0.419 1.491 -2.932 0.25
H -3.681 1.009 4.927 0.24
H 0.083 -1.066 5.068 0.23
H 0.003 3.173 0.806 0.22
H -1.842 0.565 -2.073 0.19
H 0.474 -0.705 2.669 0.25
H 0.218 5.479 -0.099 0.25
```

Results
E_tot, hartree: -9673.76682
Molar mass, Da: 1010.771
Orbital gap (alpha / beta), eV: 6.183 / 6.180
LUMO level (alpha / beta), Ha: -0.0726 / -0.0758
Spin multiplicity: 4

=====

# 2
# C25H10F10N2O2PdSe

A molecular structure, C25H10F10N2O2PdSe (wB97M-V/def2-TZVPD, OMol25).

```
51
Properties=species:S:1:pos:R:3:nbo_charge:R:1
Pd 1.020 -0.861 0.469 0.56
Se 1.975 0.748 -1.030 -0.03
F -2.974 1.893 -4.336 -0.29
F 3.055 -5.280 -1.614 -0.30
F 5.625 -4.645 -0.995 -0.29
F 4.188 -0.604 0.892 -0.32
F -0.124 -1.212 -2.312 -0.30
F 1.055 -3.610 -0.969 -0.32
F 6.171 -2.304 0.270 -0.29
F -2.305 -0.680 -3.751 -0.29
F -1.423 3.926 -3.438 -0.31
F 0.767 3.420 -1.984 -0.30
O -2.223 6.411 0.524 -0.55
O -2.854 5.716 -1.481 -0.67
N -0.675 0.255 1.169 -0.42
N 0.190 -2.176 1.916 -0.43
C -2.618 2.999 -0.385 -0.14
C -1.536 0.322 -3.320 0.26
C 0.619 -3.384 2.261 0.09
C -0.887 -1.669 2.541 0.11
C -2.329 5.510 -0.257 0.77
C -0.403 0.068 -2.568 0.32
C -1.875 1.627 -3.629 0.26
C 2.548 -2.036 -0.024 -0.31
C -2.225 1.720 -0.014 -0.26
C 3.328 -4.124 -1.000 0.30
C -1.069 2.654 -3.181 0.29
C 2.316 -3.239 -0.665 0.26
C -1.119 -3.623 3.884 -0.15
C -0.801 3.933 0.887 -0.13
C -1.910 4.107 0.066 -0.19
C -1.109 1.566 0.792 0.13
C -1.565 -2.357 3.529 -0.20
C 0.416 1.084 -2.084 -0.31
C 0.053 2.380 -2.422 0.31
C 3.869 -1.757 0.276 0.35
C 4.636 -3.806 -0.686 0.26
C -1.301 -0.326 2.110 0.15
C 4.910 -2.612 -0.041 0.25
C -0.012 -4.141 3.241 -0.23
C -0.380 2.663 1.231 -0.22
H -2.425 -1.907 4.007 0.23
H 0.508 2.509 1.830 0.24
H -3.499 3.126 -1.003 0.22
H -2.770 0.850 -0.358 0.23
H -1.629 -4.189 4.651 0.23
H 0.373 -5.121 3.483 0.24
H -2.144 0.149 2.611 0.20
H -2.662 4.972 -2.068 0.49
H 1.492 -3.749 1.738 0.23
H -0.269 4.805 1.240 0.24
```

Results
E_tot, hartree: -4746.64398
Molar mass, Da: 745.727
Orbital gap, eV: 6.284
LUMO level, Ha: -0.0612

=====

# 3
# C25H12MgN2OS5

A molecular structure, C25H12MgN2OS5 (wB97M-V/def2-TZVPD, OMol25).

```
46
Properties=species:S:1:pos:R:3:nbo_charge:R:1
S 3.559 -0.947 0.079 0.31
S -0.443 2.712 -1.980 -0.56
S -1.472 4.201 1.014 -0.54
S -2.227 4.737 -3.249 0.29
S -3.076 5.965 -0.766 0.29
Mg -0.050 2.175 0.436 1.62
O -3.883 6.796 -3.142 -0.65
N 1.487 0.500 -0.425 -0.51
N -4.092 -7.137 0.513 -0.39
C 4.523 2.695 2.604 -0.27
C -1.941 4.618 -0.614 -0.39
C 0.271 -0.921 -2.021 -0.20
C 3.551 3.648 2.899 -0.22
C 1.348 -0.649 -1.178 0.20
C -1.525 -0.842 0.995 -0.34
C 2.921 1.594 1.191 -0.09
C 1.297 -3.051 -2.553 -0.23
C 2.389 -1.575 -1.040 -0.25
C -2.361 -4.383 1.809 -0.16
C -3.119 -4.749 0.694 -0.25
C 2.375 -2.785 -1.727 -0.22
C 2.284 3.558 2.333 -0.25
C -3.346 -3.811 -0.317 -0.18
C -2.064 -2.149 0.904 -0.04
C -1.061 0.292 1.071 -0.38
C 2.570 0.499 0.276 0.12
C 4.205 1.661 1.741 -0.23
C -3.658 -6.072 0.592 0.32
C -1.549 4.046 -1.771 -0.40
C -3.194 6.009 -2.518 0.16
C -1.844 -3.108 1.909 -0.20
C 0.257 -2.124 -2.698 -0.23
C -2.829 -2.538 -0.212 -0.15
C 1.903 2.530 1.458 -0.45
H -1.253 -2.825 2.769 0.22
H 4.957 0.917 1.492 0.19
H -3.001 -1.808 -0.992 0.22
H -3.931 -4.093 -1.184 0.21
H 3.792 4.466 3.571 0.19
H 3.178 -3.503 -1.613 0.20
H 1.257 -3.990 -3.091 0.20
H -0.574 -2.361 -3.350 0.20
H 1.554 4.327 2.576 0.20
H 5.515 2.765 3.036 0.19
H -0.516 -0.182 -2.112 0.26
H -2.180 -5.109 2.592 0.21
```

Results
E_tot, hartree: -3335.80573
Net charge: -2
Molar mass, Da: 541.024
Orbital gap, eV: 5.003
LUMO level, Ha: 0.1465

=====

# 4
# C25H14Co2N2O6

A molecular structure, C25H14Co2N2O6 (wB97M-V/def2-TZVPD, OMol25).

```
49
Properties=species:S:1:pos:R:3:nbo_charge:R:1
Co 1.374 -0.309 1.378 -0.13
Co 0.705 1.310 -0.246 -0.10
O 2.662 -0.116 3.915 -0.57
O 1.411 -3.210 1.450 -0.59
O 3.507 1.284 0.241 -0.59
O -3.452 0.751 -0.373 -0.56
O 1.275 4.039 -0.698 -0.57
O -1.751 3.090 -0.699 -0.58
N 1.778 -6.976 -2.826 -0.40
N 1.655 0.668 -2.608 -0.45
C -2.252 0.722 -0.528 0.50
C 2.160 -0.193 2.880 0.59
C -0.648 -2.819 -2.542 -0.20
C 1.481 -5.855 -2.642 0.32
C 0.215 -1.928 -1.885 -0.03
C -0.454 -0.582 -1.621 -0.12
C 1.340 -2.044 1.357 0.54
C -0.176 -0.121 0.566 -0.22
C -1.295 -0.479 -0.352 -0.67
C -2.128 3.061 3.636 -0.20
C 1.075 -4.514 -2.411 -0.22
C -1.701 1.990 2.873 -0.27
C 2.421 0.831 0.341 0.50
C -1.350 -0.115 -2.735 -0.65
C 0.812 0.393 -1.781 0.16
C 0.084 0.949 1.469 -0.30
C -1.380 1.949 -0.699 0.32
C 1.936 -3.598 -1.819 -0.18
C 1.508 -2.309 -1.557 -0.17
C -0.404 1.990 2.369 0.05
C -1.276 4.146 3.911 -0.28
C 0.050 4.116 3.423 -0.22
C -0.214 -4.120 -2.831 -0.19
C 0.994 2.925 -0.553 0.63
C 0.480 3.033 2.664 -0.22
H -1.958 -0.966 0.457 0.22
H -1.619 5.023 4.529 0.19
H -2.362 1.167 2.680 0.21
H 2.207 -1.569 -1.200 0.26
H 1.506 3.019 2.311 0.22
H -1.680 -2.526 -2.848 0.21
H -0.914 -4.835 -3.327 0.21
H -0.758 -0.224 -3.614 0.24
H 0.733 4.941 3.648 0.19
H -1.500 0.963 -2.631 0.24
H 2.936 -3.886 -1.543 0.21
H -2.319 -0.615 -2.840 0.21
H -1.581 -1.538 -0.733 0.27
H -3.134 3.084 4.041 0.19
```

Results
E_tot, hartree: -4287.14238
Net charge: -2
Molar mass, Da: 556.261
Orbital gap, eV: 3.964
LUMO level, Ha: 0.1779